{
  "formula": "C5H14N2",
  "method": "the ωB97M-V functional and the def2-TZVPD basis",
  "energy_ev": -8391.3917,
  "molar_mass_g_mol": 102.181,
  "de_lowest_ev": 1.227,
  "max_force_ha_per_bohr": 0.045,
  "e_homo_ev": -8.5422,
  "elements": ["C", "C", "N", "C", "C", "C", "N", "H", "H", "H", "H", "H", "H", "H", "H", "H", "H", "H", "H", "H", "H"],
  "xyz": [[-1.49192, 2.21552, 0.24119], [-0.08423, 1.62798, 0.57805], [-0.08264, 0.17833, 0.40338], [-0.39622, -0.48937, 1.64396], [1.19577, -0.30999, -0.20695], [0.89052, -1.71876, -0.77420], [0.09350, -1.61722, -1.98440], [-1.97944, 1.43070, -0.32464], [-1.36443, 3.11672, -0.36063], [-2.03007, 2.50252, 1.14451], [0.64171, 2.12551, -0.06224], [0.25022, 1.89648, 1.59775], [0.39573, -0.45899, 2.42001], [-1.23523, 0.02964, 2.11792], [-0.67329, -1.53019, 1.50715], [1.96756, -0.39862, 0.56472], [1.56980, 0.32386, -1.00869], [0.41017, -2.36288, -0.04856], [1.84660, -2.19504, -1.00445], [-0.88656, -1.46683, -1.78437], [0.30263, -0.97376, -2.72520]],
  "forces_ev_per_angstrom": [[1.20, 0.05, 0.51], [-0.56, 0.56, 0.29], [1.56, 0.50, -0.83], [-0.19, 0.23, 0.70], [-1.38, -1.41, 1.24], [1.09, 1.53, -1.12], [-1.36, -1.26, 0.03], [-0.46, 0.17, -0.06], [-0.21, -0.07, -0.06], [-0.25, -0.23, -0.12], [0.11, -0.40, -0.30], [-0.24, -0.01, -0.12], [0.21, 0.05, -0.37], [-0.13, -0.18, -0.22], [-0.08, -0.06, -0.10], [0.26, 0.17, 0.14], [-0.31, 0.17, 0.05], [-0.26, 0.03, 0.00], [0.01, -0.09, -0.11], [0.10, -0.06, 0.22], [0.89, 0.31, 0.23]]
}